Entry from the OMol25 dataset: the ion C2H5N2O with charge +1 in a non-equilibrium geometry (ωB97M-V/def2-TZVPD).

Structure (ORCA input):
```
! RIJCOSX wB97M-V def2-TZVPD def2/J DEFGRID3
* xyz 1 1
H 0.497 1.713 -1.578
C 0.071 0.206 -0.201
H 2.004 0.061 0.815
C -0.696 -0.823 0.684
N 1.384 -0.601 0.357
O 0.536 -1.307 1.136
H -1.409 -1.548 0.083
N -0.131 1.053 -1.152
H -1.261 -0.161 1.466
H -0.994 1.407 -1.610
*
```

## Properties
LUMO (Eh): -0.1975
SMILES: [NH2+]=C1CON1
Highest occupied orbital energy (eV): -14.731

Electronic structure analysis, Löwdin charges in units of e: 0.153 -0.048 0.142 -0.066 0.128 -0.112 0.188 0.249 0.181 0.184